DFT (wB97M-V/def2-TZVPD) results for C57H63ClIInN5O3S4Te as an isolated structure at a distorted geometry.

The geometry in XYZ format:
```
136
Properties=species:S:1:pos:R:3:lowdin_spin:R:1
In -1.38 1.20 1.18 0.017
Cl 0.16 6.19 6.52 0.000
C -0.64 5.21 5.31 0.000
C -2.01 5.23 5.25 0.000
C -2.65 4.45 4.31 0.000
I -4.76 4.46 4.21 0.000
C -2.02 3.61 3.38 0.000
O -2.65 2.93 2.55 0.005
C -0.56 3.62 3.47 0.000
N 0.10 2.86 2.61 0.000
C 1.41 2.81 2.63 -0.001
C 2.17 3.54 3.54 0.000
C 1.53 4.35 4.44 0.000
C 0.12 4.42 4.44 0.000
H -2.58 5.85 5.93 0.000
H 1.87 2.15 1.90 0.000
H 3.25 3.47 3.52 0.000
H 2.08 4.93 5.16 0.000
S -3.16 0.77 -1.41 0.006
C -3.53 2.36 -2.11 0.001
C -4.56 2.39 -3.04 0.000
C -4.96 3.58 -3.61 0.000
C -4.32 4.76 -3.23 0.000
C -3.31 4.73 -2.31 0.000
C -2.88 3.54 -1.70 0.001
S -1.62 3.64 -0.55 0.008
H -5.03 1.46 -3.32 0.000
H -5.76 3.60 -4.34 0.000
H -4.63 5.70 -3.67 0.000
H -2.81 5.65 -2.02 0.000
C 0.97 -0.86 2.57 0.398
C 1.18 -2.02 3.26 0.048
C 1.41 -2.02 4.68 0.114
C 1.69 -3.16 5.36 -0.013
C 1.76 -4.41 4.69 0.142
C 1.52 -4.44 3.30 -0.011
C 1.23 -3.30 2.62 0.116
C 2.04 -5.56 5.41 0.028
N 2.27 -6.51 6.03 0.090
H 0.85 -0.87 1.50 0.014
H 0.97 0.09 3.07 0.018
H 1.36 -1.07 5.20 0.005
H 1.87 -3.13 6.43 -0.004
H 1.57 -5.39 2.79 -0.004
H 1.02 -3.33 1.56 0.005
C 4.80 -3.18 -4.96 0.000
C 4.24 -2.17 -3.99 0.000
C 3.71 -2.56 -2.77 0.000
C 3.21 -1.63 -1.86 0.000
C 2.61 -2.12 -0.58 0.001
C 3.24 -0.28 -2.17 0.000
Te 2.57 1.18 -0.75 0.004
N 0.31 0.57 -1.29 0.002
C -0.54 0.97 -2.09 0.001
O -1.78 0.29 -2.18 0.001
C -0.45 2.01 -3.14 0.000
C -1.25 1.93 -4.28 0.000
C -1.20 2.91 -5.24 0.000
C -0.36 4.00 -5.09 0.000
C 0.43 4.10 -3.96 0.000
C 0.40 3.11 -2.99 0.000
C 4.69 1.90 -0.56 0.000
C 4.94 3.21 -0.96 0.000
C 6.18 3.80 -0.82 0.000
C 7.22 3.06 -0.28 0.000
C 7.00 1.76 0.11 0.000
C 5.74 1.17 -0.01 0.000
C 5.53 -0.23 0.46 0.000
C 3.74 0.13 -3.41 0.000
C 3.77 1.57 -3.81 0.000
C 4.24 -0.82 -4.29 0.000
H 4.70 -4.19 -4.57 0.000
H 5.85 -2.98 -5.14 0.000
H 4.27 -3.12 -5.91 0.000
H 3.69 -3.62 -2.51 0.000
H 2.66 -3.21 -0.52 0.000
H 1.57 -1.81 -0.52 0.000
H 3.13 -1.71 0.28 0.000
H -1.93 1.09 -4.39 0.000
H -1.83 2.83 -6.12 0.000
H -0.35 4.79 -5.84 0.000
H 1.08 4.95 -3.82 0.000
H 0.98 3.19 -2.09 0.000
H 4.12 3.79 -1.38 0.000
H 6.34 4.82 -1.13 0.000
H 8.20 3.51 -0.16 0.000
H 7.81 1.18 0.54 0.000
H 6.36 -0.57 1.08 0.000
H 5.44 -0.90 -0.39 0.000
H 4.61 -0.28 1.04 0.000
H 2.88 2.07 -3.43 0.000
H 3.81 1.67 -4.89 0.000
H 4.64 2.06 -3.38 0.000
H 4.64 -0.50 -5.25 0.000
C -1.36 -3.57 -4.30 0.000
N -0.89 -2.98 -3.07 0.000
C 0.19 -2.04 -3.21 0.000
C -1.45 -3.25 -1.87 0.000
S -0.95 -2.60 -0.45 0.000
N -2.48 -4.23 -1.91 0.000
C -1.92 -5.53 -1.59 0.000
C -3.59 -3.89 -1.04 0.000
H -1.63 -2.77 -5.00 0.000
H -2.22 -4.20 -4.10 0.000
H -0.56 -4.16 -4.75 0.000
H 1.13 -2.56 -3.41 0.000
H 0.29 -1.45 -2.31 0.000
H -0.01 -1.37 -4.05 0.000
H -1.13 -5.77 -2.30 0.000
H -2.70 -6.29 -1.67 0.000
H -1.49 -5.55 -0.58 0.000
H -3.96 -2.91 -1.32 0.000
H -3.31 -3.88 0.01 0.000
H -4.38 -4.63 -1.20 0.000
C -2.48 -4.14 2.93 0.000
C -3.87 -3.60 3.26 0.000
C -3.78 -2.26 3.96 0.000
S -3.01 -1.00 2.80 0.002
O -2.56 0.06 3.71 0.002
C -4.60 -0.44 2.02 0.001
C -5.14 0.84 2.63 0.000
C -5.75 0.64 4.01 0.000
H -2.55 -5.09 2.41 0.000
H -1.90 -4.28 3.83 0.000
H -1.95 -3.43 2.29 0.000
H -4.39 -4.31 3.91 0.000
H -4.46 -3.50 2.35 0.000
H -3.11 -2.30 4.81 0.000
H -4.75 -1.89 4.28 0.000
H -5.32 -1.26 2.09 0.000
H -4.34 -0.27 0.97 0.000
H -5.88 1.27 1.96 0.000
H -4.31 1.55 2.71 0.000
H -6.51 -0.14 4.00 0.000
H -6.20 1.56 4.36 0.000
H -4.97 0.36 4.72 0.000
```

**2S+1**: 2
**Total charge**: -2
**⟨S²⟩**: 0.801
**Relative energy (zero: lowest compared OMol25 entry of this formula, charge and spin)**: 224.0 kJ/mol
**Largest force on an atom**: 2.03 eV/A
**HOMO-LUMO gap (alpha / beta)**: 5.31 / 4.27 eV
**LUMO (alpha / beta)**: 0.132 / 0.094 Eh